[1]
Here is 2 unconnected molecules or ions with the total composition C8H16BN2O5 in a non-equilibrium geometry from OMol25. Energies are from the ωB97M-V functional and the def2-TZVPD basis.

Output
- Total charge: -1
- Energy above the lowest of the compared OMol25 structures with the same formula, charge and spin: 0.0 kcal per mole
- Frontier orbital gap: 5.400 eV
- Highest occupied orbital energy: -2.76 eV

Geometry (Å):
1 N 1.39712 1.74796 -0.57604
2 B 1.14450 0.99878 -1.73034
3 O 1.92811 1.24421 -2.85970
4 C 0.04204 -0.17248 -1.84379
5 N -1.30380 0.33022 -1.55129
6 C -1.90903 -0.49434 -0.58413
7 O -2.77572 -0.13932 0.19359
8 C -1.17007 -1.81491 -0.60066
9 C 0.24967 -1.25895 -0.73972
10 C 1.32715 -2.24576 -1.17989
11 C 2.49206 -2.38522 -0.23041
12 O 3.59898 -2.72964 -0.58657
13 O 2.19211 -2.15195 1.08090
14 H 1.54722 2.73153 -0.73570
15 H 0.72473 1.69805 0.20925
16 H 1.64506 0.67852 -3.57883
17 H 0.07604 -0.72345 -2.79278
18 H -1.88921 0.64109 -2.30396
19 H -1.38499 -2.29129 0.34971
20 H -1.45235 -2.40401 -1.46916
21 H 0.46307 -0.81422 0.22512
22 H 0.89890 -3.24416 -1.26105
23 H 1.78129 -1.95860 -2.12151
24 H 2.68533 -1.38502 1.39609
25 C -2.00993 2.48473 3.30574
26 C -1.06373 1.56291 2.50575
27 O -0.24450 2.20430 1.64484
28 H -2.65563 3.04412 2.62402
29 H -2.65536 1.90722 3.98729
30 H -1.43382 3.19312 3.90778
31 H -1.72098 0.80104 2.02828
32 H -0.52427 0.94552 3.28716

Atom charges from the natural (NBO) analysis, given in e for atoms 1 to 2: atom 1 (N): -1.11, atom 2 (B): 0.98



[2]
Here is a molecular structure, C8H16CoO4S4Sb from OMol25. Energies are from the ωB97M-V functional and the def2-TZVPD basis.

Output
- ⟨S²⟩: 6.031
- Multiplicity: 5
- Frontier orbital gap (alpha / beta): 7.264 / 5.361 eV
- Highest occupied orbital energy (alpha / beta): -7.11 / -7.08 eV

Geometry (Å):
1 Co -0.27540 0.30726 0.76055
2 C 2.50278 -0.67861 -0.15572
3 C 1.67972 -1.42267 -1.19914
4 O 0.35676 -1.45221 -0.72051
5 C -0.62479 -1.91244 -1.62206
6 C -1.97242 -1.57863 -0.99733
7 O -2.03203 -0.23917 -0.54098
8 C -2.37125 0.76394 -1.48404
9 C -1.14457 1.33125 -2.19624
10 O -0.11705 1.43717 -1.22995
11 C 1.15042 1.80381 -1.71705
12 C 2.12093 1.70152 -0.54286
13 O 1.90968 0.54578 0.25854
14 H 3.51540 -0.50402 -0.52873
15 H 2.54204 -1.28573 0.74893
16 H 2.08224 -2.43562 -1.31303
17 H 1.72015 -0.93010 -2.17885
18 H -0.54742 -2.99557 -1.76583
19 H -0.50211 -1.42631 -2.59817
20 H -2.12018 -2.18717 -0.10472
21 H -2.77500 -1.77032 -1.71378
22 H -2.83629 1.55610 -0.90252
23 H -3.08591 0.37944 -2.21693
24 H -1.38954 2.31613 -2.60708
25 H -0.81113 0.68459 -3.01848
26 H 1.14241 2.83540 -2.08583
27 H 1.44418 1.14644 -2.54547
28 H 1.94666 2.54233 0.12848
29 H 3.15175 1.73500 -0.90516
30 S -4.03921 0.23568 2.14349
31 Sb -2.17060 0.67738 3.35228
32 S -0.60392 -0.99682 2.53233
33 S -0.67366 2.39849 1.78642
34 S -1.75866 3.59300 0.67012

Atom charges from the natural (NBO) analysis, given in e for atoms 1 to 2: atom 1 (Co): 1.28, atom 2 (C): -0.09



| no. | total energy (Ha) |
| --- | --- |
| 1 | -825.11010 |
| 2 | -3831.13827 |